[1]
Here is 2 unconnected molecules or ions with the total composition H5N4 at a distorted geometry from OMol25. Energies are from ωB97M-V/def2-TZVPD.

CARTESIAN COORDINATES (ANGSTROEM)
1 N -2.883 0.206 0.197
2 N 1.898 -0.124 0.122
3 N -0.721 0.025 -0.448
4 N -1.804 0.099 -0.264
5 H -3.853 0.278 -0.298
6 H 2.262 -1.150 0.097
7 H 1.710 0.293 1.086
8 H 0.826 -0.044 -0.081
9 H 2.566 0.417 -0.413

The charge is +1.



[2]
Here is 2 unconnected molecules or ions with the total composition H5NO at a distorted geometry from OMol25. Energies are from ωB97M-V/def2-TZVPD.

CARTESIAN COORDINATES (ANGSTROEM)
1 N 0.000 0.000 0.000
2 H -0.503 0.284 -0.847
3 H 0.109 0.840 0.578
4 H -0.617 -0.637 0.514
5 O -2.025 1.435 0.133
6 H -2.157 0.532 0.502
7 H -1.638 1.284 -0.759

Its structure (SMILES) is N.O.



[3]
Here is H5NO2Si in the gas phase at a distorted geometry from OMol25. Energies are from ωB97M-V/def2-TZVPD.

CARTESIAN COORDINATES (ANGSTROEM)
1 N -1.374 -0.153 -0.148
2 Si 0.212 0.403 0.276
3 O 0.814 -0.735 1.317
4 O 0.928 0.658 -1.151
5 H -1.785 -0.892 0.382
6 H -1.928 0.131 -0.916
7 H 0.096 1.752 0.878
8 H 1.414 -1.369 0.888
9 H 1.624 0.206 -1.526

Its structure (SMILES) is N[SiH](O)O.



[4]
Here is H5NOSSi in the gas phase at a distorted geometry from OMol25. Energies are from ωB97M-V/def2-TZVPD.

CARTESIAN COORDINATES (ANGSTROEM)
1 N 0.140 -1.579 0.085
2 Si -0.223 0.123 0.000
3 O -1.289 0.599 1.114
4 S 1.439 1.375 0.272
5 H 1.013 -1.721 -0.417
6 H -0.619 -1.951 -0.503
7 H -1.097 0.536 -1.381
8 H -0.961 1.025 1.874
9 H 1.596 1.593 -1.044

Its structure (SMILES) is N[Si@@H](O)S.



[5]
Here is 2 unconnected molecules or ions with the total composition H5NP4 at a distorted geometry from OMol25. Energies are from ωB97M-V/def2-TZVPD.

CARTESIAN COORDINATES (ANGSTROEM)
1 P 0.195 -1.401 -0.429
2 P -1.072 -0.132 0.864
3 P -1.231 1.646 -0.447
4 H -0.682 -2.329 -0.986
5 H 0.512 -2.284 0.730
6 H -0.042 0.482 1.441
7 H -2.363 1.522 -1.428
8 H -2.051 2.477 0.397
9 N 3.674 0.029 0.586
10 P 3.062 -0.010 -0.727

Its structure (SMILES) is P[PH]#[PH2].N#P.



[6]
Here is 2 unconnected molecules or ions with the total composition H5O2 at a distorted geometry from OMol25. Energies are from ωB97M-V/def2-TZVPD.

CARTESIAN COORDINATES (ANGSTROEM)
1 O -0.913 -0.699 0.058
2 H -1.230 -0.983 -0.824
3 H -1.579 -0.216 0.403
4 O 0.918 0.695 0.086
5 H 1.377 1.053 -0.788
6 H 1.439 -0.178 0.135
7 H -0.038 0.353 -0.081

The charge is +1.



[7]
Here is 3 unconnected molecules or ions with the total composition H5O2S at a distorted geometry from OMol25. Energies are from ωB97M-V/def2-TZVPD.

CARTESIAN COORDINATES (ANGSTROEM)
1 S 0.313 2.265 -0.081
2 H 0.011 2.849 1.009
3 H -0.234 -0.078 -1.096
4 H -0.740 -1.599 -1.030
5 O -0.801 -0.770 -1.504
6 H -0.204 -1.091 1.183
7 H 0.849 -0.399 0.479
8 O 0.807 -1.177 1.040

The charge is -1.



[8]
Here is 32 unconnected molecules or ions with the total composition H64O32 at a distorted geometry from OMol25. Energies are from ωB97M-V/def2-TZVPD.

CARTESIAN COORDINATES (ANGSTROEM)
1 O 0.950 3.216 2.163
2 H 1.786 2.649 2.147
3 H 0.182 2.568 2.074
4 O 0.273 5.182 0.380
5 H 0.431 4.560 1.170
6 H 0.718 6.033 0.486
7 O 1.430 -0.815 3.313
8 H 2.227 -0.272 3.105
9 H 1.671 -1.455 3.998
10 O 6.197 -0.932 -0.645
11 H 6.806 -1.581 -1.028
12 H 6.343 -0.227 -1.301
13 O -1.450 3.475 -0.580
14 H -0.838 4.189 -0.253
15 H -1.836 3.009 0.148
16 O 1.662 3.566 -2.058
17 H 1.404 3.554 -2.961
18 H 0.869 3.794 -1.544
19 O 1.472 -2.873 -1.094
20 H 0.909 -3.127 -1.858
21 H 0.902 -2.563 -0.424
22 O 4.429 3.480 2.502
23 H 4.060 3.458 3.405
24 H 5.215 2.997 2.586
25 O -2.702 -2.108 0.668
26 H -1.717 -2.002 0.562
27 H -2.834 -2.456 1.559
28 O -0.685 -0.769 -2.263
29 H -0.386 -1.553 -2.769
30 H 0.054 -0.190 -2.144
31 O 5.481 0.820 -2.826
32 H 5.302 0.867 -3.755
33 H 4.652 1.049 -2.391
34 O -5.190 -1.600 -0.340
35 H -4.272 -1.605 -0.060
36 H -5.168 -2.017 -1.200
37 O -2.850 0.493 -0.343
38 H -2.446 0.172 -1.166
39 H -3.068 -0.251 0.249
40 O -1.851 -4.241 -1.659
41 H -2.032 -4.924 -1.048
42 H -2.295 -3.470 -1.306
43 O -0.035 -3.026 -3.873
44 H -0.841 -3.454 -4.116
45 H 0.477 -2.783 -4.667
46 O -5.883 -2.999 1.928
47 H -5.890 -2.589 1.061
48 H -6.775 -3.005 2.249
49 O 0.168 -1.702 0.966
50 H 0.470 -0.957 0.335
51 H 0.701 -1.412 1.755
52 O 2.177 3.997 4.565
53 H 1.716 4.230 5.377
54 H 1.564 3.690 3.878
55 O -3.720 -3.256 3.523
56 H -3.846 -4.143 3.854
57 H -4.525 -2.943 3.068
58 O 0.918 0.743 -0.600
59 H 1.923 0.721 -0.442
60 H 0.658 1.619 -0.295
61 O -1.017 2.905 -3.324
62 H -0.562 2.057 -3.519
63 H -1.185 2.856 -2.314
64 O -0.881 1.443 2.085
65 H -1.386 1.020 2.781
66 H -0.943 0.810 1.356
67 O -2.806 -1.871 5.493
68 H -3.371 -1.875 6.244
69 H -3.393 -2.293 4.755
70 O 0.574 0.988 -4.631
71 H -0.161 0.527 -5.023
72 H 1.047 0.164 -4.358
73 O -2.327 -4.728 5.334
74 H -2.176 -3.739 5.281
75 H -1.504 -5.173 5.243
76 O -1.991 -0.617 -5.342
77 H -2.310 0.154 -5.806
78 H -2.239 -0.465 -4.452
79 O 3.534 0.557 2.254
80 H 3.495 0.064 1.385
81 H 3.758 1.427 1.839
82 O 3.271 2.310 -0.014
83 H 3.967 2.805 0.386
84 H 2.816 2.822 -0.713
85 O 3.433 -0.951 0.027
86 H 2.928 -1.676 -0.368
87 H 4.382 -1.085 -0.175
88 O -3.224 1.726 -4.172
89 H -2.530 2.131 -3.594
90 H -3.884 1.472 -3.533
91 O -1.221 0.422 4.559
92 H -1.577 -0.407 4.894
93 H -0.299 0.128 4.297
94 O 1.514 -1.597 -5.943
95 H 0.834 -1.528 -6.657
96 H 2.369 -1.613 -6.337



Let's list energy relative to the best compared isomer or geometry (same formula, charge and spin) in order: 0.0; 24.3; 4.2; 8.7; 18.4; 20.3; 13.9; 39.9 kcal/mol.
Let's list frontier orbital gap in order: 10.76; 10.51; 9.97; 10.45; 8.67; 14.23; 7.08; 10.60 eV.
Let's list DFT total energy in order: -6032.118; -3617.867; -13547.039; -22333.848; -38723.470; -4167.640; -15012.515; -66564.353 eV.